No. 1
The following is a quantum chemistry calculation of a 8-piece molecular cluster, C26H68BO24S8 overall in a non-equilibrium geometry, from OMol25.

Element x y z (Å)
C  1.3732  3.7147  3.6098
C  0.7612  4.9285  2.8359
S  -0.3334  5.9940  3.8379
C  -1.5400  4.9219  4.7271
B  -2.9454  4.6639  3.8717
O  -3.8199  5.8140  4.1717
O  -2.7098  4.3532  2.4372
C  -3.0693  2.9981  2.1830
C  -2.9610  2.3858  3.6378
O  -3.5873  3.4147  4.3611
H  0.6269  2.9645  3.9087
H  1.9956  4.0366  4.4652
H  2.0821  3.2378  2.8966
H  1.6280  5.5455  2.5201
H  0.3017  4.5617  1.8966
H  -1.0987  3.9800  5.1131
H  -1.8321  5.5006  5.6310
H  -4.7026  5.5188  4.3794
H  -2.3072  2.6546  1.4499
H  -4.0946  2.8925  1.7641
H  -1.8652  2.2972  3.8140
H  -3.4120  1.3811  3.7292
O  1.6880  0.3086  2.7349
S  1.9245  -0.9896  2.1746
O  3.2584  -1.4893  1.9700
O  1.1013  -1.1215  0.8009
C  1.2982  -0.1171  -0.2066
C  2.6076  -0.2929  -0.9521
C  1.0101  -2.1933  3.0841
H  1.2275  0.8794  0.2353
H  0.4679  -0.2191  -0.9053
H  3.4618  -0.1122  -0.2981
H  2.6662  0.4084  -1.7852
H  2.7023  -1.3114  -1.3348
H  -0.0108  -1.8390  3.2051
H  1.4847  -2.3094  4.0566
H  1.0342  -3.1363  2.5426
O  -1.6312  -5.2232  0.4168
S  -1.4329  -5.2737  1.8401
O  -0.1175  -5.2342  2.4177
O  -2.2228  -6.5413  2.4322
C  -1.9470  -7.8330  1.8697
C  -0.6250  -8.3977  2.3558
C  -2.4172  -4.0192  2.5982
H  -1.9798  -7.7874  0.7783
H  -2.7594  -8.4855  2.1898
H  0.2154  -7.8129  1.9809
H  -0.4995  -9.4256  2.0138
H  -0.5753  -8.3757  3.4454
H  -3.4254  -4.0699  2.1942
H  -1.9643  -3.0580  2.3610
H  -2.4190  -4.1777  3.6742
O  -2.5517  -1.7044  -1.2255
S  -2.7886  -2.5722  -2.3457
O  -1.8843  -2.6104  -3.4653
O  -4.2812  -2.3186  -2.8924
C  -4.6571  -0.9776  -3.2338
C  -4.0695  -0.5403  -4.5631
C  -3.0300  -4.2199  -1.7647
H  -4.3785  -0.2889  -2.4325
H  -5.7452  -0.9720  -3.3000
H  -2.9840  -0.4547  -4.5048
H  -4.4692  0.4312  -4.8569
H  -4.2961  -1.2699  -5.3420
H  -3.7400  -4.2029  -0.9431
H  -2.0729  -4.5866  -1.4251
H  -3.3955  -4.8342  -2.5868
O  5.7607  -5.5388  1.4502
S  4.9166  -5.1487  0.3538
O  4.3691  -6.1271  -0.5461
O  5.6828  -4.0254  -0.5109
C  6.9965  -4.3238  -0.9914
C  6.9686  -5.2595  -2.1865
C  3.6136  -4.1197  0.9510
H  7.6131  -4.7297  -0.1855
H  7.4382  -3.3719  -1.2875
H  6.6086  -6.2490  -1.9034
H  7.9687  -5.3715  -2.6086
H  6.2969  -4.8784  -2.9569
H  4.0336  -3.3604  1.5944
H  2.9266  -4.7533  1.5114
H  3.1014  -3.6724  0.1023
O  -1.3608  11.8207  4.7561
S  -2.7747  11.7342  4.9963
O  -3.2997  11.5570  6.3215
O  -3.4090  10.6320  4.0213
C  -2.8562  9.2941  4.0290
C  -3.2950  8.4914  5.2341
C  -3.5668  13.1365  4.2679
H  -1.7670  9.3336  3.9571
H  -3.2216  8.8078  3.1248
H  -2.8751  8.9018  6.1561
H  -2.9664  7.4572  5.1396
H  -4.3812  8.5101  5.3365
H  -3.2020  13.2574  3.2508
H  -3.3099  14.0075  4.8674
H  -4.6423  12.9773  4.2809
O  0.2529  -7.1218  -3.6060
S  -0.4851  -6.2367  -4.4643
O  -1.9141  -6.3443  -4.5895
O  0.1666  -6.2865  -5.9375
C  0.3165  -7.5634  -6.5662
C  -1.0003  -8.0933  -7.1043
C  -0.0730  -4.5637  -4.0859
H  0.7770  -8.2750  -5.8765
H  1.0127  -7.4184  -7.3927
H  -1.6909  -8.3279  -6.2938
H  -0.8385  -9.0033  -7.6844
H  -1.4843  -7.3483  -7.7372
H  1.0100  -4.4723  -4.0298
H  -0.5178  -4.3271  -3.1309
H  -0.4800  -3.9189  -4.8563
O  2.4224  3.1144  -2.4648
S  2.3292  3.9247  -3.6461
O  2.0505  3.3443  -4.9303
O  3.6561  4.8291  -3.7598
C  4.9271  4.1692  -3.7289
C  5.2489  3.4874  -5.0463
C  1.1871  5.2402  -3.3583
H  4.9679  3.4619  -2.8970
H  5.6691  4.9428  -3.5310
H  4.5733  2.6522  -5.2330
H  6.2692  3.1010  -5.0378
H  5.1388  4.1855  -5.8772
H  1.4205  5.7067  -2.4042
H  0.1889  4.8078  -3.3325
H  1.2642  5.9560  -4.1732

As for the HOMO energy: -4.04 eV. The value obtained for the LUMO energy is 0.0574 Ha. For the total energy, the calculation gives -6047.6181 Eh. Its net charge is -1.


No. 2
The following is a quantum chemistry calculation of C11H8NO5Ti as an isolated structure in a non-equilibrium geometry, from OMol25.

Element x y z (Å)
O  0.0990  0.9228  -4.5641
C  0.3327  1.0513  -3.3256
Ti  -0.1828  1.1573  -1.5062
C  -2.4522  0.7969  -1.7276
O  -2.0131  2.0949  -1.3929
C  -1.7023  -0.3988  -2.3273
O  -2.1824  -1.3787  -2.8053
C  1.5331  1.5375  -2.5061
O  2.6758  1.7414  -2.7970
C  -3.8685  0.5611  -2.1695
O  -4.8995  1.1694  -1.9486
H  -3.8548  -0.3685  -2.7821
C  1.6411  -1.1299  4.0261
C  1.3424  -0.7831  2.5975
C  2.0318  0.2144  1.9167
C  1.6590  0.5593  0.6293
N  0.6268  -0.0395  -0.0082
C  -0.0390  -1.0487  0.6197
C  0.3042  -1.4316  1.9175
H  2.6843  -1.4598  4.1554
H  1.4781  -0.2488  4.6662
H  0.9588  -1.9296  4.3552
H  2.8233  0.7679  2.4027
H  2.1620  1.3415  0.0830
H  -0.8717  -1.4978  0.0756
H  -0.2860  -2.2007  2.4155

As for the HOMO energy (alpha / beta): -12.78 / -12.91 eV. The value obtained for the LUMO energy (alpha / beta) is -0.2284 / -0.2403 Ha. For the total energy, the calculation gives -1703.9354 Eh. Its energy above the lowest of the compared OMol25 structures with the same formula, charge and spin is 1.726 eV. Its multiplicity is 3. Its net charge is +1.


No. 3
The following is a quantum chemistry calculation of C24H27ClCsN4O6 as an isolated structure in a non-equilibrium geometry, from OMol25.

Element x y z (Å)
Cs  -1.0307  -0.4610  -2.5565
C  1.1304  0.5508  4.7868
C  1.9708  -0.5883  4.2787
C  2.7646  -1.3440  5.1311
C  3.5429  -2.3968  4.6664
C  3.5059  -2.7108  3.3157
C  2.7107  -1.9822  2.4402
C  1.9541  -0.9091  2.9137
N  1.1316  -0.1153  2.0805
C  1.0411  -0.2456  0.6768
N  2.2624  -0.1824  0.0828
C  2.7142  -0.5280  -1.2652
C  1.8211  -0.9453  -2.2422
C  2.4405  -1.2342  -3.4680
C  3.8145  -1.1397  -3.6969
C  4.6462  -0.7223  -2.6633
C  4.1095  -0.4054  -1.4201
C  5.0136  0.0512  -0.2990
N  -0.0930  -0.3061  0.0766
C  -1.2615  -0.5293  0.8389
C  -1.5645  -1.8113  1.3043
C  -2.7356  -2.0606  2.0070
C  -3.6273  -1.0234  2.2507
C  -3.3310  0.2494  1.7827
C  -2.1649  0.5207  1.0695
C  -1.8584  1.9083  0.5634
H  1.3364  0.7426  5.8400
H  0.0577  0.3439  4.6954
H  1.3217  1.4675  4.2224
H  2.7748  -1.0876  6.1857
H  4.1626  -2.9635  5.3491
H  4.0909  -3.5362  2.9282
H  2.6744  -2.2504  1.3926
H  0.2490  0.1458  2.4922
H  2.9816  0.0702  0.7353
H  1.8275  -1.5736  -4.3103
H  4.2350  -1.3864  -4.6672
H  5.7187  -0.6386  -2.8111
H  6.0534  0.0735  -0.6277
H  4.9707  -0.6108  0.5740
H  4.7665  1.0587  0.0557
H  -0.8631  -2.6094  1.0914
H  -2.9516  -3.0632  2.3534
H  -4.5509  -1.2036  2.7863
H  -4.0243  1.0653  1.9626
H  -2.6377  2.6095  0.8655
H  -1.7841  1.9431  -0.5259
H  -0.9000  2.2780  0.9344
O  -2.4837  -1.0977  -4.5496
Cl  -3.7660  -0.9035  -3.8785
O  -4.3755  -2.1858  -3.6083
O  -4.6275  -0.0779  -4.7174
O  -3.5204  -0.2119  -2.6100
N  -5.0779  2.8027  -3.8405
C  -4.0126  3.0119  -2.8686
C  -2.8098  3.6842  -3.4766
O  -3.0223  4.2041  -4.6991
O  -1.7475  3.7387  -2.9203
H  -5.9835  2.9157  -3.4097
H  -5.0306  1.8518  -4.2021
H  -3.9511  3.9810  -4.9082
H  -3.6654  2.0926  -2.4165
H  -4.3423  3.6798  -2.0711

As for the HOMO energy: -3.58 eV. The value obtained for the LUMO energy is 0.0790 Ha. For the total energy, the calculation gives -2081.3605 Eh. Its energy above the lowest of the compared OMol25 structures with the same formula, charge and spin is 1.111 eV. Its net charge is -1.


No. 4
The following is a quantum chemistry calculation of one molecule with the formula C2H4ClN3O in a non-equilibrium geometry, from OMol25.

Element x y z (Å)
C  0.3427  -0.5078  -0.3083
C  -0.0252  0.8283  1.9250
N  1.1922  1.0952  1.8069
N  1.7617  1.2204  0.5416
N  1.1638  0.5607  -0.4375
O  -1.1335  0.9483  1.0742
Cl  -0.5802  0.6914  3.5338
H  -0.2794  -0.9856  -1.0047
H  0.4275  -0.8324  0.7275
H  1.5541  0.9514  -1.2729
H  -1.9644  0.9434  1.6220

As for the HOMO energy (alpha / beta): -7.56 / -7.56 eV. The value obtained for the LUMO energy (alpha / beta) is 0.0127 / 0.0127 Ha. For the total energy, the calculation gives -778.1485 Eh. Its energy above the lowest of the compared OMol25 structures with the same formula, charge and spin is 3.249 eV. Its net charge is 0.


No. 5
The following is a quantum chemistry calculation of one molecule with the formula C5H10N2O in a non-equilibrium geometry, from OMol25.

Element x y z (Å)
C  -1.5164  0.4193  1.4704
C  1.2745  -0.8067  -1.0817
C  -0.0888  0.3252  -0.7515
C  -0.2315  0.1751  0.7262
C  0.8680  -0.2694  1.3127
N  -1.1547  -0.0634  -1.5708
O  0.2359  1.6172  -1.1224
N  1.7746  -0.3886  2.0945
H  1.1858  1.6874  -1.2936
H  -2.0605  -0.0176  -1.1215
H  -1.0215  0.1848  -2.5445
H  1.7143  -1.2141  2.6923
H  -2.3802  -0.0200  0.9623
H  -1.4733  -0.0249  2.4685
H  -1.7016  1.4921  1.5878
H  1.1585  -0.8877  -2.1680
H  2.2723  -0.3814  -0.9502
H  1.1447  -1.8275  -0.7106

As for the HOMO energy: -8.31 eV. The value obtained for the LUMO energy is 0.0306 Ha. For the total energy, the calculation gives -381.1671 Eh. Its SMILES is CC(=C=N)[C@@](C)(N)O. Its energy above the lowest of the compared OMol25 structures with the same formula, charge and spin is 3.221 eV. Its net charge is 0.


No. 6
The following is a quantum chemistry calculation of one molecule with the formula CH2Br2S in a non-equilibrium geometry, from OMol25.

Element x y z (Å)
C  0.2410  0.0071  -0.3362
S  0.7700  0.6427  1.1720
Br  -0.6227  1.2038  -1.6374
Br  -1.1215  -1.8736  -0.1566
H  1.1034  -0.6116  -0.8269
H  -0.3702  0.6316  1.7851

As for the HOMO energy: -10.00 eV. The value obtained for the LUMO energy is -0.0464 Ha. For the total energy, the calculation gives -5585.4686 Eh. Its SMILES is SC(Br)Br. Its energy above the lowest of the compared OMol25 structures with the same formula, charge and spin is 0.654 eV. Its net charge is 0.


No. 7
The following is a quantum chemistry calculation of a 8-piece molecular cluster, C16H30BrN10PSi overall in a non-equilibrium geometry, from OMol25.

Element x y z (Å)
N  2.7863  -1.2493  0.6717
P  2.6172  -0.0227  -0.3917
Si  0.4497  0.2914  -0.7384
N  0.3367  1.4644  -2.1034
Br  -0.6357  -1.6942  -1.1551
H  3.3341  -1.9758  0.1698
H  3.2124  -0.3006  -1.6919
H  3.1614  1.2364  0.0854
H  -0.0649  0.9740  0.4706
H  -0.5323  2.0211  -2.0568
H  0.4550  0.9933  -3.0148
C  -2.2180  -0.0772  -4.8077
C  -0.8102  0.3524  -5.1148
N  0.3098  0.6936  -5.3590
H  -2.9095  0.7436  -5.0083
H  -2.4898  -0.9317  -5.4303
H  -2.2992  -0.3625  -3.7563
C  1.4685  2.8262  3.4599
C  0.1238  2.4380  2.9099
N  -0.9446  2.1295  2.4721
H  1.5140  2.5965  4.5264
H  2.2558  2.2736  2.9430
H  1.6310  3.8969  3.3187
C  5.0435  -0.6495  4.3739
C  4.1078  -0.8736  3.2128
N  3.3611  -1.0549  2.2670
H  4.4913  -0.7160  5.3133
H  5.8308  -1.4065  4.3691
H  5.5010  0.3396  4.2988
C  -0.3134  -3.7605  2.0059
C  -0.6715  -5.2133  1.8532
N  -0.9561  -6.3677  1.7319
H  0.5620  -3.6591  2.6504
H  -0.0882  -3.3284  1.0291
H  -1.1486  -3.2168  2.4518
C  -4.3150  2.1925  2.0816
C  -5.2002  1.9747  0.8848
N  -5.9030  1.8017  -0.0665
H  -4.9035  2.1163  2.9981
H  -3.5252  1.4395  2.1019
H  -3.8601  3.1835  2.0321
C  0.8553  7.2739  4.2900
C  1.2589  6.8185  2.9140
N  1.5815  6.4632  1.8117
H  1.0728  6.4909  5.0191
H  1.4083  8.1755  4.5599
H  -0.2141  7.4923  4.3102
C  -2.3857  -9.2072  0.7438
C  -3.7308  -9.6009  0.1966
N  -4.7995  -9.9137  -0.2381
H  -2.3374  -9.4341  1.8104
H  -1.5982  -9.7586  0.2264
H  -2.2242  -8.1376  0.6003
C  0.2536  2.1892  -8.2336
C  0.6569  1.7431  -9.6127
N  0.9772  1.3886  -10.7082
H  0.4760  1.4037  -7.5084
H  0.8024  3.0923  -7.9597
H  -0.8170  2.4025  -8.2102

As for the HOMO energy: -5.81 eV. The value obtained for the LUMO energy is -0.0012 Ha. For the total energy, the calculation gives -4379.8186 Eh. Its net charge is 0.


No. 8
The following is a quantum chemistry calculation of an isolated ion of composition C4H12O2PSi and charge -1 in a non-equilibrium geometry, from OMol25.

Element x y z (Å)
C  0.6903  -1.9697  0.6481
C  1.9851  -0.2030  -1.6813
C  1.2845  1.0111  0.9039
C  -2.7966  1.3252  0.3261
O  -2.6898  -1.2348  0.1719
O  -0.7461  0.0973  -0.9988
Si  0.6437  -0.2599  -0.3001
P  -2.4741  -0.1655  -0.8040
H  -0.1778  -2.4895  0.4436
H  1.6207  -2.5085  0.4462
H  0.5641  -1.8654  1.7356
H  1.7658  0.7155  -2.0162
H  2.9873  -0.3395  -1.4602
H  1.7371  -0.8971  -2.4950
H  1.0056  2.1047  0.8811
H  0.8124  0.7904  1.8143
H  2.4154  0.9753  0.9972
H  -2.1209  2.1392  -0.2067
H  -2.6011  1.2562  1.4638
H  -3.9058  1.5178  0.1304

As for the HOMO energy: -2.85 eV. The value obtained for the LUMO energy is 0.1361 Ha. For the total energy, the calculation gives -941.0461 Eh. Its SMILES is CP([O-])O[Si](C)(C)C. Its energy above the lowest of the compared OMol25 structures with the same formula, charge and spin is 0.406 eV. Its net charge is -1.